Formula: C38H77BClN4O5
Source: the OMol25 dataset
Level of theory: ωB97M-V/def2-TZVPD

* Kohn-Sham gap (alpha / beta): 0.25400 / 0.21504 Eh
* HOMO level (alpha / beta): -5.018 / -5.018 eV
* total energy: -2574.000957 hartree
* total charge: -1
* spin multiplicity: 5

CARTESIAN COORDINATES (ANGSTROEM)
B -1.02 -0.15 6.43
C -2.32 -1.19 6.24
C -3.66 -0.26 6.52
O -4.41 -0.61 7.59
Cl -4.17 1.22 5.53
H -0.17 -0.31 5.63
H -0.57 -0.39 7.50
H -1.46 0.96 6.40
H -2.33 -1.72 5.20
H -2.25 -2.03 7.08
C 2.93 -4.33 1.16
C 2.25 -3.21 1.99
C 3.20 -1.99 2.09
C 4.36 -2.19 3.06
C 3.85 -2.62 4.44
C 2.92 -3.86 4.38
N 1.84 -3.74 3.34
O 0.86 -2.88 3.85
C 3.77 -5.13 4.12
C 2.34 -4.11 5.82
C 1.03 -2.80 1.10
H 2.29 -5.23 1.13
H 3.09 -4.01 0.13
H 3.91 -4.63 1.53
H 2.63 -1.10 2.42
H 3.61 -1.74 1.11
H 5.06 -2.93 2.67
H 4.92 -1.25 3.16
H 4.71 -2.82 5.09
H 3.31 -1.77 4.89
H 3.14 -5.99 3.85
H 4.34 -5.42 5.01
H 4.53 -5.00 3.35
H 1.80 -3.24 6.21
H 3.15 -4.31 6.53
H 1.67 -4.97 5.83
H 0.31 -3.62 1.02
H 1.36 -2.54 0.09
H 0.50 -1.92 1.49
C 6.90 -1.57 -2.54
C 6.83 -1.03 -1.09
C 5.63 -0.06 -0.94
C 5.87 1.31 -1.57
C 7.17 1.93 -1.06
C 8.40 1.00 -1.23
N 8.15 -0.40 -0.72
O 8.21 -0.35 0.69
C 8.82 0.96 -2.72
C 9.62 1.68 -0.53
C 6.52 -2.31 -0.25
H 7.77 -2.22 -2.68
H 6.01 -2.17 -2.77
H 6.92 -0.79 -3.30
H 5.41 0.10 0.13
H 4.73 -0.50 -1.37
H 5.89 1.22 -2.66
H 5.03 1.97 -1.33
H 7.34 2.88 -1.58
H 7.03 2.19 0.00
H 9.53 0.14 -2.91
H 9.31 1.89 -3.02
H 7.98 0.85 -3.41
H 9.44 1.89 0.53
H 9.86 2.64 -1.00
H 10.52 1.05 -0.61
H 7.35 -3.03 -0.30
H 5.62 -2.82 -0.63
H 6.32 -2.09 0.80
C -1.18 4.07 0.16
C -0.96 2.54 0.06
C -1.39 2.04 -1.35
C -2.91 1.98 -1.53
C -3.55 1.16 -0.42
C -3.17 1.64 1.00
N -1.69 1.84 1.17
O -1.11 0.57 1.32
C -3.92 2.97 1.31
C -3.77 0.64 2.04
C 0.59 2.40 0.16
H -0.93 4.43 1.17
H -0.53 4.61 -0.54
H -2.19 4.40 -0.08
H -0.98 1.04 -1.53
H -0.97 2.69 -2.13
H -3.33 2.99 -1.56
H -3.14 1.52 -2.50
H -4.64 1.18 -0.55
H -3.26 0.11 -0.55
H -3.51 3.46 2.21
H -4.99 2.78 1.52
H -3.92 3.68 0.49
H -3.42 -0.39 1.88
H -4.86 0.60 1.97
H -3.51 0.93 3.07
H 0.96 2.71 1.15
H 1.10 3.02 -0.59
H 0.94 1.37 -0.02
C -8.89 0.83 -5.67
C -7.35 0.91 -5.55
C -6.80 -0.38 -4.87
C -7.05 -0.41 -3.37
C -6.52 0.85 -2.70
C -7.07 2.15 -3.33
N -6.95 2.16 -4.83
O -5.61 2.43 -5.15
C -8.55 2.35 -2.91
C -6.33 3.37 -2.67
C -6.88 0.89 -7.05
H -9.30 1.75 -6.10
H -9.19 0.00 -6.33
H -9.40 0.64 -4.73
H -5.72 -0.46 -5.05
H -7.25 -1.27 -5.33
H -8.11 -0.54 -3.16
H -6.54 -1.29 -2.94
H -6.76 0.82 -1.63
H -5.42 0.84 -2.76
H -9.03 3.13 -3.51
H -8.62 2.67 -1.86
H -9.14 1.44 -2.96
H -5.25 3.32 -2.77
H -6.53 3.40 -1.59
H -6.68 4.32 -3.09
H -7.22 1.79 -7.58
H -7.30 0.02 -7.58
H -5.79 0.82 -7.15


Formula: C38H78AsF8NO20S6
Source: the OMol25 dataset
Level of theory: ωB97M-V/def2-TZVPD

* Kohn-Sham gap: 0.26441 Eh
* HOMO level: -8.975 eV
* total energy: -8477.982660 hartree
* total charge: 0

CARTESIAN COORDINATES (ANGSTROEM)
C -7.21 -2.99 1.71
C -5.79 -3.31 2.27
C -4.60 -2.53 1.62
O -4.80 -1.14 1.85
C -3.86 -0.35 1.11
N -5.79 -2.90 3.74
H -6.08 -1.94 3.87
H -6.45 -3.54 4.16
H -4.93 -2.97 4.27
H -7.26 -3.24 0.66
H -7.51 -1.94 1.80
H -7.95 -3.63 2.18
H -5.70 -4.39 2.23
H -4.54 -2.78 0.56
H -3.62 -2.81 2.01
H -3.77 -0.56 0.05
H -2.88 -0.48 1.57
H -4.13 0.71 1.06
As 0.35 -0.11 -0.53
F -0.63 -1.42 0.22
F 1.79 -1.15 -0.54
F 1.29 1.21 -1.34
F -1.11 0.98 -0.55
F 0.88 0.46 1.11
F -0.10 -0.70 -2.10
C -0.06 2.70 3.64
C -0.12 2.18 5.04
C 0.96 3.02 5.75
O 2.03 3.09 4.81
C 1.44 2.98 3.47
H -0.70 3.56 3.44
H -0.37 1.96 2.90
H 0.03 1.10 5.01
H -1.00 2.33 5.67
H 1.23 2.55 6.70
H 0.59 4.02 5.97
H 1.94 2.23 2.86
H 1.71 3.94 3.02
O 5.25 5.40 -0.37
S 4.65 5.78 0.89
O 3.68 6.85 0.95
O 3.94 4.47 1.56
C 4.56 3.21 1.37
C 3.72 2.34 0.47
C 5.92 6.11 2.20
H 4.83 2.78 2.33
H 5.50 3.32 0.83
H 3.97 1.28 0.43
H 3.64 2.70 -0.55
H 2.71 2.28 0.87
H 6.59 6.81 1.70
H 6.46 5.19 2.45
H 5.44 6.56 3.07
O 1.84 -3.91 2.73
S 1.49 -3.18 3.94
O 1.18 -3.92 5.18
O 2.63 -2.05 4.24
C 3.19 -1.44 3.09
C 4.20 -0.46 3.51
C 0.11 -2.06 3.61
H 2.45 -1.11 2.36
H 3.70 -2.19 2.47
H 3.70 0.45 3.85
H 4.95 -0.17 2.77
H 4.76 -0.84 4.35
H -0.80 -2.57 3.90
H 0.18 -1.78 2.56
H 0.22 -1.18 4.25
O -3.89 -5.69 1.26
S -2.45 -6.02 1.40
O -1.99 -7.32 1.91
O -1.73 -5.66 -0.04
C -0.29 -5.80 -0.12
C 0.30 -4.93 -1.20
C -1.56 -4.65 2.32
H -0.03 -6.85 -0.25
H 0.27 -5.55 0.78
H 1.38 -5.00 -1.30
H -0.05 -3.90 -1.25
H -0.06 -5.40 -2.11
H -2.31 -4.28 3.03
H -1.30 -3.82 1.67
H -0.70 -5.15 2.77
O 2.59 -0.01 -5.88
S 3.61 0.13 -4.81
O 4.93 -0.43 -4.97
O 3.76 1.76 -4.38
C 2.59 2.54 -4.50
C 2.87 4.04 -4.23
C 2.97 -0.55 -3.26
H 1.81 2.15 -3.85
H 2.10 2.51 -5.47
H 3.38 4.26 -3.30
H 1.95 4.63 -4.15
H 3.52 4.40 -5.03
H 3.03 -1.62 -3.41
H 1.97 -0.17 -3.05
H 3.66 -0.39 -2.43
O -5.01 4.69 -1.58
S -5.20 3.89 -0.38
O -6.35 4.09 0.46
O -5.19 2.30 -0.88
C -4.23 1.93 -1.92
C -4.67 0.64 -2.52
C -3.66 3.92 0.65
H -3.26 1.74 -1.45
H -4.08 2.73 -2.65
H -3.88 0.35 -3.21
H -5.63 0.54 -3.02
H -4.66 -0.04 -1.67
H -3.15 4.87 0.51
H -3.07 3.05 0.35
H -4.06 3.74 1.64
O -0.01 -3.77 -4.28
S -0.98 -3.27 -5.26
O -1.07 -3.82 -6.62
O -2.49 -3.28 -4.55
C -2.59 -2.71 -3.24
C -3.76 -3.46 -2.53
C -0.74 -1.44 -5.50
H -2.76 -1.64 -3.37
H -1.74 -2.80 -2.57
H -4.66 -3.53 -3.14
H -3.96 -2.96 -1.58
H -3.52 -4.52 -2.44
H -1.49 -1.14 -6.23
H 0.26 -1.26 -5.90
H -0.88 -1.02 -4.51
F -2.79 7.28 -2.42
C -1.88 6.44 -1.81
C -1.45 5.27 -2.46
C -0.74 4.39 -1.69
C -0.25 4.67 -0.35
C -0.56 5.91 0.19
C -1.38 6.75 -0.53
H -1.80 5.08 -3.46
H -0.49 3.43 -2.12
H 0.31 3.87 0.11
H -0.19 6.21 1.16
H -1.76 7.68 -0.13
F 3.65 -5.67 -1.82
C 4.35 -4.52 -1.67
C 5.60 -4.42 -2.28
C 6.31 -3.22 -2.14
C 5.85 -2.20 -1.32
C 4.62 -2.31 -0.61
C 3.89 -3.49 -0.81
H 5.98 -5.33 -2.71
H 7.25 -3.17 -2.67
H 6.38 -1.27 -1.22
H 4.38 -1.55 0.12
H 2.90 -3.65 -0.40